Below is a 6-piece molecular cluster, C2H16O5 overall in a non-equilibrium geometry, with properties calculated with wB97M-V/def2-TZVPD.

Positions of all 23 atoms, in Å:
C (0.894, 0.359, -1.604)
C (0.963, 0.696, -0.136)
H (0.241, -0.541, -1.680)
H (1.864, -0.044, -2.146)
H (0.401, 1.114, -2.246)
H (-0.016, 1.207, 0.147)
H (1.196, -0.218, 0.543)
H (1.879, 1.285, 0.022)
O (2.547, -4.319, -1.112)
H (3.526, -4.301, -1.219)
H (2.229, -3.538, -1.524)
O (0.068, 4.008, 2.032)
H (0.831, 3.600, 1.693)
H (-0.582, 3.487, 1.577)
O (-0.485, -2.351, 0.095)
H (-0.968, -3.142, -0.274)
H (-0.596, -1.722, -0.627)
O (-2.077, 2.625, 0.716)
H (-2.628, 3.167, 1.297)
H (-2.157, 1.726, 1.060)
O (-2.425, -0.744, 0.929)
H (-3.103, -1.151, 1.482)
H (-1.599, -1.204, 0.976)

Output
* energy relative to the best compared isomer or geometry (same formula, charge and spin): 90.6 kJ/mol
* E_HOMO: -10.9200 eV
* HOMO-LUMO gap: 11.31 eV
* structure (SMILES): CC.O.O.O.O.O
* lowest unoccupied orbital energy: 0.4 eV
* maximum force: 3.0 eV/A